(1)
Density functional theory data (ωB97M-V with the def2-TZVPD basis set) for C19H20ClN3O3S in the gas phase in a non-equilibrium geometry.

Relative energy (zero: lowest compared OMol25 entry of this formula, charge and spin) = 0.2 kcal per mole
HOMO-LUMO gap = 0.35033 Eh
HOMO = -9.08 eV
SMILES = O=C(CCCC1=NS(=O)(=O)c2ccccc2N1)NCCc1ccc(Cl)cc1

Last column: Löwdin charge in e.
Atoms and positions in Å:
O: 2.235847 2.449863 -0.767710  0.053
C: 2.416214 1.784832 0.239061  -0.521
N: 1.416760 1.467921 1.086072  0.078
H: 1.548634 0.700878 1.736593  0.095
C: 0.041124 1.798744 0.765117  -0.172
H: -0.063868 2.888355 0.789097  0.130
H: -0.177288 1.472126 -0.259866  0.103
C: -0.910156 1.116238 1.745947  -0.117
C: -2.269030 0.817778 1.176559  -0.219
C: -2.849715 1.599438 0.185548  -0.034
C: -4.094358 1.286289 -0.332149  -0.105
C: -4.777346 0.185496 0.154823  -0.690
C: -4.230878 -0.594002 1.160798  -0.117
C: -2.981703 -0.275179 1.658216  -0.043
H: -2.548414 -0.887915 2.434520  0.123
H: -4.775698 -1.442222 1.544399  0.108
Cl: -6.324134 -0.224691 -0.502988  0.665
H: -4.533564 1.895104 -1.106901  0.105
H: -2.333387 2.467943 -0.191954  0.115
H: -0.457906 0.173565 2.064610  0.093
H: -1.023191 1.737257 2.638975  0.132
C: 3.774115 1.251243 0.668283  -0.100
C: 4.604715 0.729579 -0.512421  -0.159
H: 5.135658 1.555534 -0.986526  0.115
H: 5.339010 0.025748 -0.122608  0.113
C: 3.754639 0.042516 -1.596227  -0.106
C: 2.581967 -0.693094 -1.011656  -0.385
N: 2.765439 -1.532043 -0.071237  0.026
S: 1.525634 -2.137913 0.814766  0.656
O: 1.745817 -3.520272 1.091826  -0.275
O: 1.370130 -1.255756 1.952132  -0.313
C: 0.085691 -1.926640 -0.215590  -0.195
C: -1.090614 -2.597616 0.050172  -0.046
C: -2.212701 -2.348489 -0.720314  -0.074
C: -2.147010 -1.414288 -1.744790  -0.061
C: -0.966639 -0.753755 -2.022158  -0.007
C: 0.173951 -1.014700 -1.259575  -0.220
N: 1.375321 -0.392442 -1.562059  0.147
H: 1.346146 0.339193 -2.260930  0.157
H: -0.915659 -0.035435 -2.827246  0.121
H: -3.024779 -1.204260 -2.335907  0.114
H: -3.135203 -2.869993 -0.523561  0.112
H: -1.100681 -3.308317 0.860946  0.126
H: 4.377317 -0.667157 -2.143313  0.129
H: 3.388475 0.796742 -2.293407  0.111
H: 4.316604 2.061998 1.159289  0.127
H: 3.624733 0.451794 1.393362  0.104

Force components x, y, z for each atom (eV/Å):
O 0.059 0.239 -0.396
C 0.167 0.013 0.724
N -0.286 -0.066 0.182
H 0.139 0.149 -0.137
C 0.022 0.165 -0.137
H -0.103 -0.107 -0.120
H 0.005 0.109 0.101
C 0.159 0.038 0.011
C -0.006 -0.043 0.069
C -0.001 -0.083 0.079
C -0.104 -0.027 -0.029
C 0.217 0.038 0.114
C -0.124 0.080 -0.018
C -0.039 0.178 -0.033
H 0.073 -0.098 0.089
H -0.073 -0.094 0.012
Cl -0.205 -0.061 -0.093
H -0.069 0.042 -0.075
H 0.097 0.110 -0.082
H -0.099 0.064 0.035
H 0.056 -0.036 0.043
C 0.081 0.010 -0.222
C -0.196 0.049 0.036
H 0.047 -0.081 0.011
H 0.053 0.050 -0.028
C 0.177 0.099 0.031
C -0.416 0.427 -1.000
N -0.204 -0.936 0.963
S -0.088 0.330 -0.176
O -0.039 -0.072 -0.198
O 0.004 -0.204 -0.001
C 0.978 0.143 0.216
C -0.240 -0.163 -0.060
C 0.189 -0.140 0.117
C 0.117 0.048 -0.048
C 0.097 -0.029 0.114
C -0.325 -0.158 -0.047
N 0.109 0.248 -0.304
H 0.120 -0.087 0.213
H 0.012 0.079 -0.105
H -0.087 0.032 -0.066
H -0.090 -0.047 0.048
H -0.092 -0.137 0.098
H -0.094 -0.047 -0.049
H 0.022 -0.096 0.003
H -0.073 -0.011 0.050
H 0.050 0.082 0.063

(2)
Density functional theory data (ωB97M-V with the def2-TZVPD basis set) for 2 unconnected molecules or ions with the total composition H4N3OPS in a non-equilibrium geometry.

Relative energy (zero: lowest compared OMol25 entry of this formula, charge and spin) = 89.1 kcal per mole
HOMO-LUMO gap (alpha / beta) = 0.29979 / 0.27329 Eh
HOMO (alpha / beta) = -8.83 / -8.83 eV

Last column: Löwdin charge in e.
Atoms and positions in Å:
N: -1.419692 0.171352 -1.102568  -0.432
N: 0.821344 1.147682 -0.962975  -0.506
N: 0.303188 -0.983275 0.754873  -0.076
O: -0.693087 1.310846 1.339381  -0.328
P: -0.264915 0.511382 0.212887  0.198
S: -0.030163 0.281860 -2.199840  0.729
H: -2.053641 -0.685504 -1.293598  0.084
H: -0.024630 2.665544 -0.256709  0.244
H: 1.253864 -1.169863 0.314923  0.084
H: 0.373604 -0.677553 1.680359  0.002

Force components x, y, z for each atom (eV/Å):
N 0.382 -0.874 -0.446
N -2.153 0.097 0.378
N 1.233 0.440 -2.748
O -0.470 0.776 1.011
P -0.691 -1.432 -2.343
S 0.105 1.182 0.907
H 1.645 1.719 1.035
H 0.764 -1.519 -1.198
H -1.615 0.089 1.031
H 0.799 -0.480 2.372

(3)
Density functional theory data (ωB97M-V with the def2-TZVPD basis set) for a gas-phase ion, C4H8F2N3 (charge +1) in a non-equilibrium geometry.

Relative energy (zero: lowest compared OMol25 entry of this formula, charge and spin) = 94.1 kcal per mole
HOMO-LUMO gap = 0.36881 Eh
Total charge = +1
HOMO = -16.00 eV
SMILES = C/C(F)=N/[N+](C)=N\CF

Last column: Löwdin charge in e.
Atoms and positions in Å:
C: -1.072967 1.009790 0.313071  -0.326
C: -2.439331 1.406767 0.111617  0.000
C: 1.079128 -0.396663 1.686667  0.025
C: 1.387560 -1.348604 -1.871785  -0.149
N: -0.579984 -0.171301 0.031032  0.193
N: 1.535452 -1.116104 -0.469861  0.213
N: 0.712150 -0.557270 0.266510  -0.169
F: -0.258135 2.036710 0.683475  0.104
F: 2.626167 -1.121400 -2.502304  -0.014
H: -3.022565 1.428916 1.136114  0.156
H: -2.497393 2.472541 -0.435226  0.165
H: -3.056997 0.706377 -0.486099  0.105
H: 0.929454 -1.423194 2.267810  0.158
H: 0.586615 0.576022 2.146078  0.138
H: 2.205586 -0.313482 1.689505  0.118
H: 0.677917 -0.807030 -2.534196  0.150
H: 1.187345 -2.382074 -2.032409  0.134

Force components x, y, z for each atom (eV/Å):
C 3.067 -0.805 -0.751
C -3.202 1.780 0.136
C 1.558 -0.443 2.400
C 0.527 0.798 -2.640
N -1.389 1.027 -0.912
N -0.703 1.053 0.538
N 0.337 0.617 0.690
F -0.767 -1.381 -0.252
F -0.907 -0.091 1.304
H 1.341 0.387 -1.770
H 0.256 -2.332 1.558
H 0.839 0.173 0.241
H -0.391 2.362 -1.239
H 0.990 -2.527 -0.948
H -1.255 0.238 0.017
H 0.007 0.265 1.229
H -0.308 -1.119 0.398

(4)
Density functional theory data (ωB97M-V with the def2-TZVPD basis set) for C4H3NO in the gas phase in a non-equilibrium geometry.

Relative energy (zero: lowest compared OMol25 entry of this formula, charge and spin) = 158.4 kcal per mole
HOMO-LUMO gap = 0.33570 Eh
HOMO = -10.05 eV

Last column: Löwdin charge in e.
Atoms and positions in Å:
C: 0.128719 0.555568 -0.099220  -0.144
C: -1.304238 -1.314105 0.383067  0.099
C: -0.913221 1.149283 -0.360354  -0.031
C: 1.416935 -0.001686 -0.030674  -0.081
N: -2.071150 -0.500322 0.077688  -0.099
O: -2.256803 0.761627 -0.227048  -0.007
H: 1.127616 -1.082776 -0.018905  0.096
H: 2.069296 0.455105 -0.704328  0.078
H: 1.802845 -0.022698 0.979770  0.089

Force components x, y, z for each atom (eV/Å):
C -0.736 3.149 -0.853
C 0.124 -2.317 0.617
C -0.348 -0.117 0.572
C -0.887 -2.083 2.355
N -2.343 -0.705 0.228
O 1.669 1.123 -0.619
H 0.900 0.193 -1.314
H 1.236 -0.141 -1.375
H 0.384 0.898 0.390

(5)
Density functional theory data (ωB97M-V with the def2-TZVPD basis set) for a molecular structure, C18H35N2PrS in a non-equilibrium geometry.

Relative energy (zero: lowest compared OMol25 entry of this formula, charge and spin) = 122.1 kcal per mole
HOMO-LUMO gap (alpha / beta) = 0.17565 / 0.17619 Eh
Multiplicity = 3
Total charge = +2
<S²> = 2.070
HOMO (alpha / beta) = -12.61 / -12.59 eV

Last column: Löwdin charge in e.
Atoms and positions in Å:
C: -2.041446 0.409750 -2.775660  -0.375
H: -2.741120 1.288483 -2.544798  0.069
H: -1.871148 0.444619 -3.834913  0.051
H: -0.484825 2.618530 0.960668  -0.100
C: -2.815879 -0.868596 -2.446624  -0.314
H: -2.261341 -1.771445 -2.773780  0.112
H: -2.917273 -1.004091 -1.346133  0.098
C: -4.219440 -0.822289 -3.082521  -0.089
H: -4.744662 -1.754716 -2.900344  0.078
H: -4.812391 0.004142 -2.668424  0.080
H: -4.148329 -0.667584 -4.163877  0.088
C: 1.763641 -0.683100 -1.228644  -0.253
C: 1.120372 -1.585308 -2.113882  -0.201
C: 0.627442 -0.865266 -3.217287  -0.217
C: 0.919557 0.509231 -3.024115  -0.334
C: 1.659794 0.632666 -1.778092  -0.408
C: 2.508386 1.792368 -1.389868  -0.057
C: 0.814275 1.579174 -4.055363  -0.024
C: 0.009942 -1.471004 -4.428799  -0.008
C: 1.156172 -3.066996 -1.994355  -0.026
C: 2.683610 -1.088574 -0.144739  -0.035
Pr: -0.823868 1.235501 -1.011115  1.228
H: 0.952873 2.588847 -3.633751  0.082
H: 1.614299 1.437130 -4.808771  0.117
H: -0.150215 1.541542 -4.586741  0.087
H: 2.241431 2.713639 -1.933013  0.087
H: 2.444729 1.993205 -0.310493  0.021
H: 3.567804 1.573085 -1.618056  0.116
H: 2.340265 -2.016182 0.330471  0.081
H: 3.706427 -1.275198 -0.524001  0.115
H: 2.750587 -0.318755 0.633157  0.055
H: 0.341447 -3.538258 -2.567908  0.080
H: 2.111488 -3.473511 -2.376093  0.110
H: 1.050741 -3.386976 -0.947827  0.081
H: -0.977379 -1.060511 -4.649029  0.071
H: 0.641529 -1.309667 -5.313842  0.107
H: -0.107052 -2.552347 -4.307445  0.082
C: 2.407265 0.240790 5.496796  -0.059
C: 1.353239 1.052363 4.771632  -0.212
N: 0.888909 0.283366 3.574604  -0.018
C: -0.053057 0.903008 2.784047  -0.556
S: 0.588687 1.949231 1.488978  0.973
N: -1.330316 0.711718 3.090430  0.097
C: -1.762326 -0.059140 4.298141  -0.177
C: -2.528204 0.792562 5.270835  -0.060
H: 2.052901 -0.765971 5.742129  0.093
H: 2.651972 0.756805 6.428048  0.097
H: 3.327742 0.164297 4.906456  0.091
H: 0.474068 1.220534 5.403137  0.115
H: 1.766618 2.030953 4.463457  0.129
H: 1.691737 0.013094 3.005621  0.131
H: -2.029526 1.288581 2.610448  0.166
H: -2.367807 -0.899142 3.929139  0.142
H: -0.847961 -0.474890 4.720987  0.115
H: -3.535099 0.998313 4.899121  0.090
H: -2.644776 0.275601 6.228196  0.104
H: -2.014509 1.736390 5.463807  0.085

Force components x, y, z for each atom (eV/Å):
C -1.079 0.693 1.155
H 0.024 -0.305 -0.260
H 0.351 0.265 -0.420
H 0.105 -0.055 1.237
C 0.056 0.001 0.137
H -0.168 0.586 0.020
H -0.097 0.050 -0.074
C 0.169 -0.026 0.256
H -0.166 -0.076 -0.032
H 0.138 -0.203 -0.073
H 0.053 -0.061 0.166
C -0.565 0.803 -0.385
C -0.150 0.405 -0.005
C -0.089 0.213 0.430
C 0.394 0.201 1.022
C -0.771 -0.473 -0.368
C 0.413 0.315 0.042
C -0.013 0.138 -0.500
C 0.057 -0.211 -0.184
C -0.181 -0.583 0.084
C 0.176 -0.337 0.599
Pr 1.030 -3.041 -4.068
H -0.089 -0.232 -0.202
H -0.378 0.214 0.232
H 0.363 0.116 0.083
H 0.144 -0.242 0.195
H 0.326 0.120 -0.237
H -0.308 0.299 0.128
H 0.183 0.146 -0.035
H -0.383 0.139 0.172
H 0.182 0.005 0.003
H 0.366 0.113 0.267
H -0.382 0.140 0.165
H 0.075 -0.007 -0.293
H 0.064 0.018 -0.114
H -0.168 0.013 0.168
H 0.019 0.216 -0.099
C 0.076 -0.017 0.125
C -0.012 0.212 0.398
N 0.332 0.444 -1.631
C -1.528 -0.331 1.145
S 0.302 -0.071 0.977
N 1.252 1.114 -0.439
C 0.113 -0.850 -0.356
C -0.375 0.391 0.175
H 0.031 0.206 -0.055
H 0.045 -0.096 -0.090
H -0.174 -0.017 0.089
H 0.188 0.036 -0.067
H -0.264 -0.346 0.075
H 0.087 -0.029 0.170
H 0.209 -0.360 0.368
H 0.136 0.248 0.073
H -0.247 0.037 -0.059
H 0.094 0.120 0.061
H 0.090 -0.032 -0.225
H -0.053 -0.013 0.051

Number 1: E_tot -53999.492 eV. Number 2: E_tot -26703.666 eV. Number 3: E_tot -14172.029 eV. Number 4: E_tot -7725.874 eV. Number 5: E_tot -47098.618 eV.